Record 1
This record from the OMol25 dataset describes a 14-piece molecular cluster, C40H111N3O28 overall in a non-equilibrium geometry. The level of theory is the ωB97M-V functional and the def2-TZVPD basis.

The geometry in XYZ format:
```
182
Properties=species:S:1:pos:R:3
C 0.23 -2.97 2.29
O -0.22 -3.07 0.97
C 0.74 -2.75 -0.06
C 0.91 -1.19 -0.41
N -0.25 -0.42 -0.64
C 0.07 1.01 -0.52
C -1.20 1.93 -0.59
O -2.33 1.73 0.35
C -1.94 1.68 1.70
H 0.64 -3.87 2.75
H -0.74 -2.75 2.74
H 0.89 -2.10 2.37
H 0.47 -3.20 -1.01
H 1.69 -3.29 -0.03
H 1.31 -1.12 -1.43
H 1.53 -0.79 0.39
H -1.04 -0.71 -0.07
H 0.78 1.36 -1.27
H 0.41 1.15 0.50
H -1.48 1.84 -1.64
H -0.87 2.97 -0.54
H -1.23 0.89 1.95
H -2.76 1.52 2.39
H -1.43 2.62 1.92
C 1.48 12.66 0.35
O 0.29 12.27 -0.37
C 0.35 12.04 -1.84
C 1.02 10.65 -2.25
N 0.18 9.41 -1.91
C 0.90 8.14 -2.14
C -0.02 6.98 -1.65
O 0.19 6.77 -0.29
C -0.77 5.90 0.34
H 2.15 13.26 -0.27
H 2.04 11.75 0.59
H 1.30 13.07 1.34
H 0.95 12.81 -2.32
H -0.71 11.93 -2.07
H 1.98 10.69 -1.72
H 1.27 10.67 -3.31
H -0.14 9.50 -0.96
H 1.82 8.21 -1.55
H 1.24 7.97 -3.17
H 0.32 6.04 -2.10
H -1.03 7.27 -1.94
H -0.99 6.22 1.36
H -0.31 4.92 0.42
H -1.62 5.71 -0.31
C 2.65 -9.90 -9.40
O 3.41 -9.32 -8.40
C 2.93 -9.33 -7.04
C 1.82 -8.24 -6.78
N 0.91 -8.58 -5.73
C 1.51 -8.63 -4.36
C 0.55 -7.73 -3.53
O 0.59 -6.44 -3.94
C -0.47 -5.62 -3.35
H 3.05 -9.71 -10.39
H 1.63 -9.54 -9.27
H 2.67 -10.97 -9.15
H 3.74 -9.10 -6.35
H 2.52 -10.30 -6.77
H 1.20 -8.09 -7.67
H 2.35 -7.29 -6.73
H 0.38 -7.72 -5.72
H 2.53 -8.27 -4.31
H 1.48 -9.60 -3.86
H 0.68 -7.71 -2.45
H -0.49 -8.00 -3.67
H -0.10 -4.65 -3.05
H -1.05 -6.09 -2.55
H -1.10 -5.37 -4.20
C -5.17 5.49 3.11
C -5.31 4.00 3.16
O -4.26 3.44 3.89
O -4.25 5.84 2.12
H -5.08 5.91 4.12
H -6.10 5.96 2.81
H -5.49 3.44 2.24
H -6.27 3.81 3.64
H -4.59 2.78 4.51
H -3.63 6.38 2.62
C 1.90 -7.22 1.51
C 0.49 -7.79 1.72
O 0.64 -9.24 1.72
O 2.38 -7.29 0.20
H 2.68 -7.59 2.18
H 1.79 -6.18 1.82
H -0.11 -7.54 0.85
H -0.16 -7.69 2.60
H 1.36 -9.48 1.13
H 3.29 -7.60 0.21
C -2.90 0.97 6.68
C -3.97 0.38 5.78
O -5.04 1.26 5.63
O -2.20 2.07 6.14
H -2.22 0.17 6.99
H -3.43 1.43 7.51
H -4.17 -0.64 6.11
H -3.50 0.20 4.81
H -5.75 1.19 6.27
H -1.26 1.99 6.32
C -3.82 -1.87 -0.60
C -3.13 -3.12 -1.12
O -3.12 -3.25 -2.57
O -5.19 -2.15 -0.88
H -3.61 -0.84 -0.89
H -3.66 -1.83 0.47
H -3.58 -4.04 -0.76
H -2.06 -3.04 -0.91
H -3.64 -3.99 -2.88
H -5.41 -1.97 -1.80
C -0.84 6.08 4.37
C 0.20 5.27 3.67
O 1.13 4.71 4.62
O -0.40 7.35 4.67
H -1.02 5.43 5.23
H -1.75 6.01 3.78
H 0.76 5.93 3.00
H -0.34 4.45 3.20
H 1.96 4.74 4.15
H -0.12 7.39 5.59
C 0.04 -3.35 6.51
C -1.28 -4.20 6.67
O -2.16 -4.07 5.59
O 0.66 -3.60 5.23
H 0.77 -3.64 7.26
H -0.17 -2.29 6.67
H -1.80 -3.88 7.57
H -0.93 -5.21 6.86
H -2.80 -4.76 5.79
H 0.12 -4.24 4.76
C 3.45 -4.13 -3.08
C 3.87 -2.87 -2.31
O 4.42 -3.23 -1.02
O 4.55 -4.92 -3.51
H 2.83 -3.96 -3.96
H 2.78 -4.76 -2.50
H 2.92 -2.38 -2.09
H 4.32 -2.10 -2.93
H 5.37 -3.08 -0.92
H 4.74 -5.57 -2.83
C 3.30 3.21 2.62
C 2.57 3.58 1.34
O 3.47 3.25 0.30
O 4.33 4.09 2.94
H 3.55 2.16 2.76
H 2.46 3.29 3.31
H 2.45 4.66 1.43
H 1.60 3.10 1.37
H 4.21 3.85 0.40
H 4.86 4.24 2.15
C 1.23 -0.92 -4.49
C 1.82 0.35 -4.02
O 1.94 1.27 -5.10
O 2.35 -1.74 -4.98
H 0.46 -0.87 -5.26
H 0.75 -1.42 -3.65
H 2.84 0.15 -3.70
H 1.31 0.80 -3.16
H 2.76 1.03 -5.54
H 2.00 -2.54 -5.37
C 1.47 0.77 4.94
C 1.89 1.93 5.90
O 0.92 2.76 6.46
O 0.58 1.24 3.94
H 0.99 -0.12 5.34
H 2.44 0.42 4.58
H 2.74 2.48 5.50
H 2.33 1.38 6.73
H 0.85 3.54 5.91
H -0.28 1.41 4.34
C -2.59 -0.22 -4.41
C -2.73 0.67 -5.53
O -3.77 0.17 -6.31
O -1.96 -1.48 -4.67
H -3.54 -0.24 -3.86
H -1.78 0.21 -3.83
H -1.85 0.88 -6.13
H -3.04 1.66 -5.17
H -3.79 0.59 -7.17
H -2.35 -2.10 -4.05
```

The spin multiplicity is 2. The calculation puts the HOMO-LUMO gap (spin up / spin down) at 7.19 / 1.75 eV. The calculation puts the energy at -105055.38295 eV. The HOMO energy (spin up / spin down) comes out at -0.35729 / -0.35729 hartree. The value obtained for the largest force on an atom is 5.1 eV Å⁻¹. Its net charge is +1.

Results of the Löwdin charge analysis, in e, for atoms 1 through 5: -0.10 -0.20 -0.15 -0.21 -0.05

=====

Record 2
This record from the OMol25 dataset describes C18H14N12OPtS5 as an isolated structure. The level of theory is the ωB97M-V functional and the def2-TZVPD basis.

The geometry in XYZ format:
```
51
Properties=species:S:1:pos:R:3
Pt 0.25 -0.24 0.21
O 1.50 -3.76 -1.49
C 0.86 -2.80 -1.11
N 1.40 -1.78 -0.35
C 2.73 -1.96 0.16
C 3.13 -0.82 1.07
C 4.33 -0.86 1.76
C 4.66 0.19 2.60
C 3.77 1.24 2.75
C 2.59 1.21 2.03
N 2.29 0.20 1.21
C -0.61 -2.66 -1.42
C -1.25 -3.63 -2.17
C -2.61 -3.48 -2.40
C -3.28 -2.39 -1.87
C -2.56 -1.47 -1.13
N -1.26 -1.61 -0.92
H 3.44 -2.06 -0.66
H 2.77 -2.90 0.73
H 5.00 -1.70 1.63
H 5.59 0.17 3.15
H 3.98 2.07 3.41
H 1.85 1.99 2.11
H -0.69 -4.47 -2.55
H -3.15 -4.22 -2.99
H -4.34 -2.25 -2.02
H -3.02 -0.58 -0.70
N -2.28 0.10 2.77
C -1.27 -0.81 3.01
N -1.18 -1.57 4.08
N -0.05 -2.29 3.89
N 0.50 -1.99 2.77
N -0.26 -1.03 2.18
C -2.36 0.93 1.69
N -3.41 1.71 1.46
N -3.12 2.35 0.32
N -1.97 1.99 -0.13
N -1.44 1.08 0.73
H -3.03 0.13 3.43
C -0.08 4.80 -0.54
S -0.02 4.88 -2.36
C -0.56 3.33 -2.88
C -0.15 2.07 -2.42
S 1.02 1.82 -1.26
S -0.93 0.73 -3.21
C -1.87 1.62 -4.36
S -2.84 0.93 -5.47
S -1.73 3.34 -4.14
H 0.91 4.61 -0.13
H -0.78 4.03 -0.24
H -0.44 5.78 -0.24
```

The spin multiplicity is 5. The calculation puts the HOMO-LUMO gap (spin up / spin down) at 6.69 / 4.46 eV. The calculation puts the energy at -96240.45877 eV. The HOMO energy (spin up / spin down) comes out at -0.27624 / -0.29055 hartree. The value obtained for the largest force on an atom is 0.2 eV Å⁻¹. For the relative energy (zero: lowest compared OMol25 entry of this formula, charge and spin), the calculation gives 0.000 eV. Its net charge is 0.

Results of the Löwdin charge analysis, in e, for atoms 1 through 5: 1.17 0.12 -0.42 -0.09 -0.14

=====

Record 3
This record from the OMol25 dataset describes C32H30BrClN3O9Sm as an isolated structure in a non-equilibrium geometry. The level of theory is the ωB97M-V functional and the def2-TZVPD basis.

The geometry in XYZ format:
```
77
Properties=species:S:1:pos:R:3
Sm 1.12 1.29 -2.04
O 3.15 -2.62 -3.59
C 2.63 -1.42 -3.40
O 2.64 -0.85 -2.32
C 1.97 -0.81 -4.59
C 1.93 -1.37 -5.85
C 1.19 -0.70 -6.83
C 0.54 0.47 -6.51
C 0.64 0.97 -5.21
N 1.35 0.33 -4.28
C -0.09 2.25 -4.75
O -0.59 2.95 -5.60
O -0.11 2.39 -3.47
H 3.52 -2.94 -2.76
H 2.44 -2.29 -6.05
H 1.13 -1.11 -7.83
H -0.06 1.02 -7.22
C -4.56 -2.37 1.82
C -3.28 -3.22 1.79
C -3.49 -4.44 0.89
C -3.00 -3.71 3.21
C -2.13 -2.36 1.25
C -2.17 -1.93 -0.07
C -1.14 -1.14 -0.53
Br -1.14 -0.57 -2.39
C -0.04 -0.70 0.23
O 0.85 0.10 -0.30
C 0.03 -1.22 1.55
C -1.02 -2.00 2.01
C 1.30 -1.01 2.39
C 1.57 0.48 2.67
C 2.48 -1.62 1.63
C 1.20 -1.71 3.75
H -5.42 -2.97 2.12
H -4.77 -1.94 0.84
H -4.45 -1.55 2.54
H -4.22 -5.12 1.33
H -2.56 -4.98 0.75
H -3.87 -4.15 -0.09
H -3.84 -4.32 3.56
H -2.89 -2.88 3.91
H -2.10 -4.33 3.25
H -2.96 -2.20 -0.75
H -0.95 -2.38 3.02
H 1.67 1.04 1.75
H 2.50 0.58 3.24
H 0.76 0.90 3.27
H 2.61 -1.13 0.66
H 2.32 -2.68 1.46
H 3.41 -1.49 2.20
H 0.39 -1.30 4.35
H 2.13 -1.55 4.30
H 1.06 -2.79 3.64
O 4.74 5.21 0.70
C 3.72 5.01 1.50
O 3.70 5.41 2.64
C 2.55 4.28 0.93
C 1.32 4.09 1.57
Cl 0.80 4.78 3.02
N 0.54 3.32 0.78
N 1.20 3.01 -0.35
C 2.41 3.57 -0.28
C 3.34 3.34 -1.46
O 4.36 4.01 -1.53
O 2.94 2.45 -2.29
C -0.75 2.74 0.95
C -1.24 2.41 2.21
C -2.46 1.76 2.32
C -3.19 1.42 1.19
C -2.69 1.75 -0.06
C -1.48 2.40 -0.19
H 4.60 4.84 -0.22
H -0.69 2.66 3.10
H -2.82 1.49 3.31
H -4.13 0.91 1.29
H -3.26 1.50 -0.95
H -1.14 2.70 -1.17
```

The spin multiplicity is 6. The calculation puts the HOMO-LUMO gap (spin up / spin down) at 7.05 / 7.06 eV. The calculation puts the energy at -157044.77004 eV. The HOMO energy (spin up / spin down) comes out at -0.30090 / -0.30117 hartree. The value obtained for the largest force on an atom is 1.1 eV Å⁻¹. For the relative energy (zero: lowest compared OMol25 entry of this formula, charge and spin), the calculation gives 0.000 eV. Its net charge is 0.

Results of the Löwdin charge analysis, in e, for atoms 1 through 5: 1.60 0.17 -0.44 0.05 -0.18

=====

Record 4
This record from the OMol25 dataset describes Cl6N5O31Tl2 as an isolated structure in a non-equilibrium geometry. The level of theory is the ωB97M-V functional and the def2-TZVPD basis.

The geometry in XYZ format:
```
44
Properties=species:S:1:pos:R:3
Tl -0.87 -0.92 20.99
Tl -5.53 -4.34 22.68
N -4.67 -2.43 18.92
O -5.09 -2.33 17.83
O -3.80 -1.70 19.00
O -5.09 -3.09 19.81
N -0.86 0.14 24.80
O -0.77 0.66 23.69
O -1.88 0.24 25.22
O -0.06 -0.09 25.67
N -2.53 -2.64 23.66
O -1.32 -2.45 23.95
O -3.24 -3.51 24.17
O -3.05 -1.96 22.76
N 1.35 -4.55 21.99
O 2.12 -4.16 22.93
O 1.23 -5.87 21.75
O 0.55 -3.74 21.62
N -3.59 -7.78 22.05
O -3.99 -6.91 22.83
O -4.35 -8.76 21.81
O -2.44 -7.69 21.53
Cl 3.40 -0.98 21.97
O 4.07 -2.19 22.10
O 2.26 -1.22 21.18
O 2.95 -0.63 23.34
O 4.27 -0.14 21.38
Cl 1.29 -3.87 27.20
O 1.73 -3.29 28.51
O -0.04 -3.47 27.29
O 1.95 -3.07 26.20
O 1.44 -5.30 27.09
Cl -5.02 -6.07 27.35
O -3.91 -6.35 28.25
O -5.52 -7.35 26.91
O -6.02 -5.54 28.15
O -4.41 -5.37 26.22
Cl -1.82 -4.89 19.06
O -2.70 -5.07 18.00
O -2.59 -4.59 20.12
O -0.68 -5.72 19.11
O -1.19 -3.80 18.66
Cl -6.10 -0.99 22.06
Cl -3.61 1.46 20.92
```

The spin multiplicity is 1. The calculation puts the HOMO-LUMO gap at 2.21 eV. The calculation puts the energy at -155371.28388 eV. The HOMO energy comes out at 0.08459 hartree. The value obtained for the largest force on an atom is 15.1 eV Å⁻¹. Its net charge is -5.

Results of the Löwdin charge analysis, in e, for atoms 1 through 5: 0.96 0.95 -0.72 0.10 0.12

=====

Record 5
This record from the OMol25 dataset describes C33H37ClO2PdSi2 as an isolated structure in a non-equilibrium geometry. The level of theory is the ωB97M-V functional and the def2-TZVPD basis.

The geometry in XYZ format:
```
76
Properties=species:S:1:pos:R:3
C 3.04 2.73 1.12
C 3.17 3.43 -0.12
C 1.92 4.10 -0.37
H 4.05 3.48 -0.77
C 1.05 3.78 0.70
C 1.73 2.92 1.63
H 1.31 2.48 2.53
H 3.84 2.21 1.66
H 1.69 4.75 -1.21
H 0.04 4.16 0.83
Pd 1.67 2.03 -0.29
Si -1.27 0.77 -2.17
C -1.12 -1.04 -2.70
C -2.07 -1.98 -2.28
H -2.83 -1.72 -1.53
C -2.08 -3.28 -2.81
H -2.82 -4.00 -2.46
C -1.14 -3.64 -3.77
H -1.14 -4.66 -4.17
C -0.16 -2.73 -4.17
H 0.59 -3.04 -4.89
C -0.14 -1.44 -3.62
H 0.65 -0.74 -3.91
C -3.11 1.01 -2.58
C -3.41 1.26 -3.93
H -2.58 1.48 -4.61
C -4.72 1.18 -4.41
H -4.94 1.29 -5.48
C -5.75 0.94 -3.49
H -6.79 0.87 -3.83
C -5.48 0.74 -2.14
H -6.28 0.55 -1.42
C -4.15 0.75 -1.68
H -3.97 0.54 -0.63
H -0.33 1.49 -3.06
Si -1.26 -1.91 1.41
C -1.64 -0.15 0.85
C -0.84 0.43 -0.21
H 0.11 -0.10 -0.39
C -1.01 1.85 -0.53
H -0.24 2.53 -1.02
C -2.01 2.59 0.19
H -2.12 3.65 -0.08
C -2.71 2.01 1.21
H -3.42 2.62 1.78
C -2.52 0.66 1.55
H -3.05 0.28 2.44
C 0.23 -2.56 0.52
C 1.39 -1.78 0.57
H 1.46 -0.94 1.26
C 2.43 -2.03 -0.33
H 3.27 -1.33 -0.38
C 2.39 -3.15 -1.16
H 3.20 -3.34 -1.86
C 1.29 -4.02 -1.11
H 1.27 -4.92 -1.73
C 0.20 -3.70 -0.30
H -0.69 -4.33 -0.31
H -2.32 -2.82 1.15
Cl -0.92 -1.87 3.43
C 1.69 1.64 5.27
O 2.16 0.86 4.17
C 2.66 -0.40 4.59
C 3.01 -1.25 3.37
O 3.45 -0.49 2.24
C 4.76 0.07 2.41
H 1.32 2.58 4.85
H 2.50 1.84 5.99
H 0.88 1.12 5.80
H 3.57 -0.26 5.20
H 1.89 -0.94 5.18
H 3.80 -1.97 3.68
H 2.11 -1.80 3.06
H 5.51 -0.73 2.36
H 4.84 0.62 3.37
H 4.91 0.76 1.57
```

The spin multiplicity is 5. The calculation puts the HOMO-LUMO gap (spin up / spin down) at 5.81 / 4.07 eV. The calculation puts the energy at -70651.90228 eV. The HOMO energy (spin up / spin down) comes out at -0.43047 / -0.51743 hartree. The value obtained for the largest force on an atom is 5.8 eV Å⁻¹. For the relative energy (zero: lowest compared OMol25 entry of this formula, charge and spin), the calculation gives 0.728 eV. Its net charge is +2.

Results of the Löwdin charge analysis, in e, for atoms 1 through 5: -0.12 -0.13 -0.13 0.13 -0.16

=====

Record 6
This record from the OMol25 dataset describes a 2-piece molecular cluster, C3H4O2 overall in a non-equilibrium geometry. The level of theory is the ωB97M-V functional and the def2-TZVPD basis.

The geometry in XYZ format:
```
9
Properties=species:S:1:pos:R:3
C 0.82 -0.19 -0.65
C 1.74 0.26 0.50
C 0.74 1.13 -0.15
O 2.25 -0.46 -0.48
O -2.31 0.15 0.35
H 0.08 -0.99 -0.82
H 1.97 -0.03 1.45
H -3.14 0.57 0.22
H -2.14 -0.44 -0.41
```

The spin multiplicity is 1. The calculation puts the HOMO-LUMO gap at 9.36 eV. The calculation puts the energy at -7264.52386 eV. The HOMO energy comes out at -0.32265 hartree. The value obtained for the largest force on an atom is 3.7 eV Å⁻¹. For the relative energy (zero: lowest compared OMol25 entry of this formula, charge and spin), the calculation gives 6.162 eV. Its net charge is 0.

Results of the Löwdin charge analysis, in e, for atoms 1 through 5: -0.14 -0.23 0.13 0.01 -0.06